Molecular formula: C30H38F5N5O5PbSSeSi2
Method: DFT, the ωB97M-V functional and the def2-TZVPD basis

Geometry as XYZ:
```
88
Properties=species:S:1:pos:R:3:forces:R:3
C -2.789 -4.665 -1.115 0.7 0.5 0.4
H 4.165 -2.610 -0.732 0.0 0.0 0.0
Pb 0.115 0.343 0.474 -0.1 1.1 -1.0
C -2.752 3.342 -2.852 0.2 0.1 0.0
C -0.165 -2.603 -1.635 -0.2 0.0 -0.4
H 3.993 0.825 0.362 0.0 0.4 0.1
H -3.350 -4.777 -2.041 0.0 0.2 -0.3
H 0.159 -2.983 -5.562 0.0 0.1 -0.2
H 2.662 -1.497 -3.520 0.2 -0.1 0.0
C -4.362 -0.151 3.642 0.1 0.3 0.0
C -1.841 2.895 -1.907 0.4 0.4 -0.1
H 1.152 2.555 3.427 0.1 0.0 -0.2
H 3.409 5.697 4.205 0.1 0.1 0.0
C -3.838 1.091 3.314 -0.1 -0.4 -0.1
H 6.226 2.698 1.317 0.1 0.0 0.0
C -1.248 5.139 -3.412 -0.1 -0.2 0.1
H 1.214 4.824 3.522 0.0 0.0 -0.1
C -1.996 2.433 2.260 1.2 0.4 -0.4
C -3.674 -1.289 3.264 0.4 -0.2 -0.3
H -0.993 -3.733 -4.479 -0.2 -0.1 0.1
H 2.262 4.899 2.106 -0.1 0.0 0.0
H 4.109 -4.909 0.283 0.2 0.1 0.0
F -0.971 6.234 -4.106 0.0 -0.1 0.0
H 5.732 1.187 2.097 0.0 0.0 0.1
Se 0.750 2.913 -0.531 0.5 -0.3 -0.2
C 2.116 4.407 3.073 0.3 0.2 0.1
H 4.234 4.268 3.573 0.1 0.0 0.0
F -2.174 1.833 -1.129 -0.1 -0.2 -0.1
H 6.469 1.153 0.495 0.1 0.0 0.0
O -0.837 2.499 1.893 -0.9 -0.3 0.6
F -3.322 4.906 -4.523 0.0 0.0 0.0
H -2.224 -1.004 -3.712 -0.3 -0.1 -0.1
C 3.205 -4.388 0.017 0.2 0.5 -0.4
H 4.506 2.297 -0.479 -0.2 0.0 0.0
H -2.126 -5.522 -1.044 0.2 0.0 0.0
H -3.918 -1.863 -0.159 -0.1 -0.3 0.1
H -3.504 -4.727 -0.296 0.0 0.2 0.0
C -0.606 3.502 -1.723 -0.3 0.0 -0.2
C -2.509 -1.155 2.496 -0.7 1.0 0.5
N 3.535 2.608 1.322 -0.1 0.6 0.1
H -1.346 0.146 -2.724 0.1 0.2 0.2
O -2.766 3.479 2.452 -0.7 0.2 0.2
H 0.725 -4.033 -4.286 0.1 -0.1 0.1
C 2.548 2.180 2.073 -0.2 -0.5 0.3
C 4.426 1.816 0.499 0.5 -0.4 -0.2
C -0.011 -3.271 -4.528 0.1 0.7 0.3
C 3.257 -3.169 -0.557 1.0 -0.3 0.4
H -3.378 -5.108 2.473 0.0 0.1 0.0
H 3.778 3.589 1.389 -0.1 0.0 0.0
Si 0.148 -1.762 -3.374 -0.4 -0.1 -0.2
O -3.202 -4.255 2.051 -0.2 0.1 0.0
H -1.153 -4.300 2.387 0.0 0.3 0.0
H -2.328 4.323 2.245 0.2 -0.3 -0.1
C -2.035 -3.681 2.606 0.3 -0.4 0.2
C 0.856 -3.154 -0.895 -1.3 0.2 -0.7
N 2.007 -1.168 -0.896 1.5 2.0 -0.1
H -2.115 -3.550 3.690 0.0 0.0 -0.1
N 1.870 2.990 2.868 -0.2 0.1 0.1
C 5.801 1.710 1.147 -0.2 0.0 -0.1
C 1.791 -0.877 -3.712 -0.5 -0.3 0.3
F 0.825 5.256 -2.286 -0.1 0.3 -0.3
C -2.656 1.136 2.574 -0.3 -0.5 0.2
H -1.100 0.106 -4.454 0.0 0.1 -0.2
H 1.828 -0.603 -4.763 -0.2 -0.1 -0.2
H -0.154 -4.839 -0.001 -0.1 -0.1 0.0
H -5.290 -0.230 4.187 0.0 0.0 0.1
H 1.893 0.043 -3.147 0.0 0.1 0.1
O 3.057 -0.532 -0.898 -1.4 -1.6 -0.2
C -1.267 -0.514 -3.580 0.6 -0.5 0.0
H 3.142 4.118 4.949 0.0 0.0 0.1
C 0.804 -4.366 -0.140 0.5 -0.4 0.5
O -1.206 -2.247 0.878 -1.1 -0.6 0.6
H -3.876 -1.615 -1.891 -0.1 -0.1 -0.2
C -2.457 4.468 -3.619 0.3 -0.2 0.4
H -4.062 -2.266 3.502 0.0 -0.1 0.1
H 1.890 -5.924 0.800 0.0 -0.1 0.0
C -3.261 -1.640 -0.997 0.8 -0.4 -0.2
F -3.905 2.691 -3.013 -0.1 0.1 0.0
S 2.117 0.488 2.141 0.3 -0.1 0.4
C 1.937 -4.980 0.281 -0.7 0.1 0.0
N -2.027 0.046 2.147 -0.2 0.0 0.3
H -4.328 2.003 3.610 0.0 0.1 0.0
Si -1.922 -2.977 -1.115 0.1 0.4 0.2
C -1.852 -2.332 1.934 0.2 -0.6 -0.7
H -2.868 -0.641 -0.842 0.2 0.1 -0.1
C -0.343 4.645 -2.484 -0.1 -0.4 0.2
C 3.305 4.634 4.005 -0.2 0.1 -0.1
N 2.091 -2.499 -0.868 0.2 -0.8 0.1
```
Forces are in eV/Å.

Properties
- E (eV) = -160171.6533
- total charge = +2
- multiplicity = 1
- HOMO level (eV) = -11.9